(1)
57
Properties=species:S:1:pos:R:3:forces:R:3 method="wB97M-V/def2-TZVPD" total_charge=-1 multiplicity=1 total_energy_ev=-53440.3300
C -3.9350 -3.1944 -2.4184 -0.90 -0.36 0.19
H -1.7007 -1.6233 -3.2991 -1.02 0.18 -0.28
O -1.3954 -1.8330 -0.8170 -0.28 0.65 -0.13
H -2.3190 -1.2883 -4.9416 -0.25 -0.14 1.03
N 1.9109 -3.4246 1.9932 -1.34 1.38 -0.18
C -3.6974 -2.5498 -3.8275 0.76 -0.65 0.50
P -1.1642 2.9894 -2.9371 0.28 0.78 -1.28
H -3.4236 -0.4326 -1.3683 0.45 0.92 -0.39
H 5.4439 1.1727 4.2033 -0.26 0.02 -0.08
H 2.9575 3.8568 3.2227 -0.06 -0.15 0.07
H -0.4335 -2.3072 4.3727 0.76 -0.07 -0.94
O -2.7291 3.4768 -2.5105 1.10 -0.68 0.98
H -4.9361 -3.7201 -2.4570 0.89 0.56 0.03
C -2.6403 -1.3840 -3.8628 -0.84 0.41 -1.07
H 1.3114 -4.0552 3.8913 -0.03 0.75 -0.84
C 1.1404 -3.2858 3.0930 -0.80 0.12 1.42
H -0.7334 5.0889 -2.1349 0.30 -0.23 -0.42
H -2.6299 0.7779 -4.0889 -0.81 -0.53 0.50
H 4.5729 4.1417 3.8834 0.02 0.11 -0.11
C 3.6178 2.3204 4.6387 0.71 -0.95 -1.54
H -4.0084 -2.4588 -1.5758 0.00 -0.14 -0.96
H -4.3044 0.1606 -3.7880 0.79 -0.27 0.37
C 3.8838 3.3599 3.5290 0.40 0.78 0.35
H -2.8688 -4.2602 -1.0283 0.21 0.02 -0.58
H -4.6889 -2.2577 -4.2606 0.93 0.09 0.35
O 2.8174 1.3563 4.1399 -1.06 -0.22 0.13
H 0.2037 4.0295 -1.3525 0.14 0.16 -0.47
H 3.2778 2.9017 5.5248 -0.40 -0.07 0.18
C 4.9600 1.6783 5.0446 0.54 0.59 0.46
C 0.4323 -0.5290 -0.0228 -0.11 0.19 0.32
C -0.8865 -0.7358 -0.8362 0.91 0.44 0.30
H 2.5224 0.4711 1.9893 -0.32 1.06 -0.30
H 5.6607 2.4424 5.4156 0.11 -0.04 0.07
C -2.9953 0.4299 -1.9563 -0.34 -1.70 0.00
H 3.4734 1.9336 0.3594 -0.94 0.01 0.18
H 4.3359 2.9054 2.6408 -0.04 -0.21 0.14
H 2.2618 -2.6038 0.0648 -0.55 0.25 1.01
O 1.7378 1.9768 -2.2051 -0.36 -0.08 0.22
C -1.4796 0.4758 -1.6126 0.21 0.27 0.02
H -0.9064 -0.4897 2.4807 0.68 -0.63 -0.20
H -3.5753 1.3275 -1.6443 0.75 -0.52 -0.43
O 3.8529 -0.4232 0.2466 -1.05 1.16 -0.16
C -0.1575 -1.2969 2.3656 2.44 -3.11 0.23
P 2.8621 0.6740 0.6127 2.00 -2.67 -0.06
H -3.3039 -3.3785 -4.4879 -0.46 0.70 0.63
C 0.1281 -2.2998 3.4094 0.38 1.00 -2.61
H -2.8586 3.5224 -1.5439 -0.02 0.07 -0.37
C 1.6759 -2.5188 1.0100 -1.32 0.50 1.12
N -2.9370 -4.2269 -2.0493 -0.10 0.35 -0.28
C 1.2920 0.4635 -0.3746 -1.30 0.47 -0.35
N -0.1279 4.2730 -2.2961 -1.12 -0.91 1.16
C 0.8983 1.3710 -1.5853 -0.40 -0.73 0.60
C 0.6616 -1.4966 1.1734 -0.45 0.82 -0.50
C -3.2362 0.0400 -3.4861 1.60 0.47 0.27
H -2.0197 -3.9685 -2.4147 -0.24 0.01 0.36
H 4.8217 0.9468 5.8459 -0.16 0.01 -0.10
C -0.6224 1.4784 -1.9674 -0.06 -0.26 1.43

=====

(2)
50
Properties=species:S:1:pos:R:3:forces:R:3 method="wB97M-V/def2-TZVPD" total_charge=+1 multiplicity=1 smiles="CCC[N+](CC#Cc1ccccc1)(CCC)CC(=O)OCC" total_energy_ev=-25735.0065
H 0.5940 -1.3176 -0.7298 0.22 0.17 0.03
C -1.6932 -0.5562 0.8968 1.14 0.10 0.36
H 3.9963 0.0307 -0.9836 0.00 -0.12 -0.04
C -1.9262 2.6087 -0.8826 -0.66 0.02 -0.25
C -0.5335 -0.4180 1.1925 -0.69 -0.25 0.05
H 5.1777 1.9798 1.0531 0.02 0.07 0.10
H -2.2981 1.7338 -1.4222 0.09 0.17 0.06
H 1.8308 -2.8553 0.8633 0.06 0.03 0.10
C 0.8467 -0.2995 1.6087 -0.35 -0.16 0.64
O -0.3252 0.5368 -1.7166 0.04 0.06 -0.19
C -2.8438 2.9920 0.2622 0.41 -0.11 -0.15
H 3.3483 -0.8964 1.5729 -0.19 0.06 -0.03
H 0.8044 -3.6944 -1.2311 -0.12 -0.04 -0.04
H 2.1303 -0.8830 -1.4585 -0.08 0.15 0.11
H 3.3268 -2.4855 -0.0133 0.03 0.03 0.12
C -4.0657 -0.5425 1.4391 0.05 -0.01 -0.05
H -2.4432 3.8486 0.7968 -0.02 0.11 0.07
H 2.3010 -4.5487 -0.8659 0.02 -0.08 -0.02
H -2.9568 2.1631 0.9558 -0.05 -0.06 0.06
C -3.3498 -0.8606 -0.8507 0.03 -0.01 0.06
H 5.6325 1.8388 -0.6367 0.07 0.08 -0.05
O -0.6186 2.3054 -0.3561 0.22 0.33 0.36
H -2.5513 -0.9478 -1.5731 0.06 0.00 -0.04
H -3.8187 -0.3920 2.4797 0.01 0.01 0.07
H -6.7181 -0.8810 -0.6211 -0.10 -0.01 -0.03
C 1.4358 1.2125 -0.1910 -0.43 0.82 -0.42
H 5.1301 -0.3658 0.2851 -0.11 -0.10 -0.04
H 2.2798 -3.3117 -2.1186 0.03 -0.01 -0.14
H 1.1517 -1.2132 2.1268 0.16 0.17 -0.09
C 2.2406 -2.5370 -0.0962 -0.02 0.14 -0.02
C 1.8822 -3.5868 -1.1454 0.03 0.13 0.13
C -4.6720 -0.9360 -1.2444 -0.04 0.00 -0.06
C 4.8081 1.7291 0.0621 0.02 -0.16 -0.08
C 3.1623 0.0317 1.0321 0.84 -0.05 0.23
H 2.1523 1.4063 -0.9923 -0.01 -0.10 0.14
C 1.6593 -1.1931 -0.5250 -0.06 -0.97 -0.54
H 3.1504 0.8430 1.7643 -0.20 -0.08 -0.02
C -5.3829 -0.6240 1.0306 -0.06 0.01 0.04
H -4.9114 -1.0895 -2.2854 -0.02 -0.02 -0.09
N 1.7846 -0.0723 0.4595 -0.13 0.06 0.02
H -6.1745 -0.5355 1.7586 -0.07 0.00 0.06
C -3.0434 -0.6600 0.4966 -0.61 -0.07 -0.18
C 0.0358 1.2750 -0.8414 0.35 -0.22 -0.16
H 1.4926 2.0160 0.5462 0.15 -0.20 0.02
H 4.0407 2.4489 -0.2107 -0.07 0.11 -0.01
C 4.2972 0.2909 0.0305 -0.08 0.19 0.04
H -3.8199 3.2508 -0.1359 -0.12 0.03 -0.04
C -5.6876 -0.8186 -0.3078 0.01 0.01 0.00
H 0.9455 0.5401 2.3045 0.21 -0.07 -0.13
H -1.8039 3.4403 -1.5822 0.04 -0.15 0.04

=====

(3)
70
Properties=species:S:1:pos:R:3:forces:R:3 method="wB97M-V/def2-TZVPD" total_charge=-1 multiplicity=1 total_energy_ev=-125646.6935
O -2.0120 -3.0519 4.8129 0.05 -0.22 -0.01
H -1.0397 5.0746 -7.3585 0.04 -0.18 0.11
Ga 1.2614 1.1452 0.5975 -0.02 -1.14 -0.26
O 0.6188 4.3371 -6.3385 0.09 0.03 -0.27
C 4.0825 1.4477 2.3364 -0.10 -1.03 0.38
C 0.1417 -1.5705 2.2835 -0.24 -0.46 -0.29
H -0.1007 -2.5794 2.5837 -0.03 -0.38 0.32
H -1.4963 0.1523 6.9238 -0.04 0.09 -0.16
H 2.0472 -0.7084 -5.8289 -0.14 -0.06 -0.15
O -1.5665 -4.2945 1.1608 -0.27 -0.24 -0.09
H -0.2356 -0.9298 3.0704 0.01 0.43 0.16
C 1.9049 4.1868 -6.7491 0.01 0.08 0.25
O -0.2792 -5.1502 2.7909 -0.33 -0.43 -0.04
H 0.3966 -6.6856 4.0226 0.09 0.11 -0.18
C 0.3621 -0.5895 -0.0810 0.14 1.07 1.09
H -0.1821 -0.3285 -0.9768 -0.23 -0.22 -0.45
H -4.2941 -0.1728 5.6884 -0.02 0.11 -0.03
C -3.2152 -0.0197 5.6202 0.38 0.21 -0.18
C -2.2641 -2.0151 5.3229 0.26 -0.19 -0.20
C -1.3960 -5.0862 2.0164 0.13 0.49 0.07
C -0.4713 -0.2340 -4.6842 0.16 -0.02 0.28
C -2.4419 -0.3883 6.8662 -0.01 -0.02 0.34
C -1.9010 -0.6636 1.1258 0.09 -0.41 0.17
F -2.4268 -7.5182 4.0933 0.00 -0.05 -0.05
H 4.7097 2.1291 1.7788 0.03 0.48 -0.25
O -2.2856 -6.0715 2.3661 0.40 -0.17 -0.12
H -0.7476 -2.2952 0.5061 0.03 -0.09 -0.05
C 0.8599 5.2658 -8.4107 0.23 0.28 0.10
B 3.1601 0.6207 1.3375 0.35 0.49 -0.01
H 0.0568 6.2967 -6.6830 0.11 0.06 -0.11
O -0.3706 4.4124 2.1361 -0.17 0.36 0.31
H -3.0038 -0.2281 7.7832 -0.02 -0.21 0.00
H 3.5237 1.9716 3.0996 -0.15 0.44 0.01
F 0.9534 6.4753 -9.0193 0.04 -0.04 -0.03
O 2.7117 3.5208 -6.2008 0.06 -0.04 -0.12
C 0.0114 2.0346 1.9752 -0.72 0.58 -0.59
H 0.5451 4.5218 -9.1448 0.00 0.09 -0.11
F 0.6748 -0.1149 -7.8497 -0.05 0.04 -0.04
C 0.4462 3.3372 2.4778 -1.51 -0.44 -0.78
F -2.9724 1.2572 5.2429 -0.06 -0.04 -0.04
H 4.3385 -0.8936 1.5522 0.32 0.12 -0.37
C 0.3978 0.4405 -6.6355 -0.07 -0.39 -0.04
H -0.8658 -5.6412 4.7067 -0.20 -0.06 -0.04
C 1.5140 0.2266 -5.6479 0.44 0.26 0.22
H 2.2275 1.0475 -5.6350 -0.10 0.07 0.25
H -2.2624 -0.1623 0.2369 -0.05 0.08 -0.30
O -1.2976 -0.4933 -3.8835 -0.06 -0.09 -0.08
C -0.5301 -1.3161 0.9243 -0.04 0.28 -0.30
C -1.5802 -6.9935 3.1662 -0.30 0.26 0.18
S 1.5784 2.4838 -1.2914 -0.04 0.61 -0.17
H -1.1973 -7.8015 2.5396 -0.08 -0.11 0.08
H 0.1186 1.4863 -6.7791 0.04 0.00 -0.13
H 1.2225 -1.5073 2.2523 0.28 0.16 -0.14
H -0.2080 1.3757 2.7985 0.42 -0.49 0.36
C -0.5131 -6.1326 3.7981 0.40 0.02 0.27
O 1.4011 3.5585 3.1300 2.19 0.59 1.31
H -1.2775 4.1223 2.2881 0.04 -0.04 -0.48
H 1.1860 -1.2542 -0.3051 0.35 -0.14 -0.39
H -1.9233 0.0334 1.9526 0.14 0.38 0.15
O -2.1853 -1.7815 6.6601 -0.16 0.27 -0.13
O -0.6778 -0.2556 -6.0466 0.06 0.36 0.10
C 0.0018 5.3224 -7.1699 -0.31 -0.05 0.13
O 2.1267 4.9064 -7.8938 -0.28 -0.30 0.00
H 1.5598 1.5669 -2.2683 -0.10 -0.19 0.22
O -2.6760 -0.9049 4.6573 -0.34 -0.12 0.34
O 0.8043 0.1410 -4.4102 -0.27 -0.11 -0.34
H -2.5980 -1.4519 1.3900 -0.42 -0.15 0.04
H -0.9336 2.1875 1.4652 -0.26 -0.17 -0.30
H 4.7810 0.7797 2.8605 0.16 -0.13 0.08
O 3.7025 -0.5801 0.8936 -0.35 -0.28 0.49

=====

(4)
60
Properties=species:S:1:pos:R:3:forces:R:3 method="wB97M-V/def2-TZVPD" total_charge=+4 multiplicity=2 total_energy_ev=-45893.4124
H 0.2011 -1.2060 5.6115 0.08 -0.03 -0.04
H 0.0032 2.0548 2.1057 -0.02 -0.15 0.19
H -1.4285 1.0018 2.5217 0.24 0.13 0.17
C 0.5602 -1.8260 -3.0107 0.29 -0.39 0.53
N 0.2258 -1.0549 -1.9648 -0.74 0.26 -0.21
H 4.5434 -0.4326 0.5193 0.04 -0.03 -0.02
N 1.0846 1.1017 -1.1627 -0.25 0.87 -0.61
C -0.5286 1.5136 2.9038 0.42 -0.29 0.44
H -2.1933 -0.3375 -3.6226 -0.10 -0.22 0.03
P 0.5774 0.3402 3.8059 -0.86 1.26 1.26
N -0.8436 1.1425 -2.8241 0.28 1.15 -0.32
C -3.2271 -0.6552 0.3238 0.74 0.04 0.69
C 2.0774 1.7584 -1.7941 -0.43 -0.35 0.53
H -2.8658 1.6800 -5.3324 -0.14 -0.07 -0.18
N 0.5239 -1.7356 -0.8083 -0.19 -0.47 -0.07
C -2.1419 1.6751 -4.5408 0.11 -0.67 0.48
C 3.7730 0.1445 1.0321 0.03 -0.23 0.32
H -0.7177 4.8055 -4.0789 -0.16 0.02 -0.04
H -4.4515 -1.9271 2.4252 0.02 0.24 -0.04
H 1.5739 1.8502 5.3879 -0.17 0.08 0.07
C -1.8253 0.6685 -3.6854 -0.93 0.42 -1.37
H 2.5057 1.7781 3.8783 -0.09 0.04 -0.08
C -1.2922 2.7798 -4.1495 -1.03 -0.40 -1.07
C 3.2431 1.6092 -1.0709 -0.06 -0.53 0.81
C 1.0834 -3.0232 -2.5411 -0.09 0.17 0.42
H 1.8984 2.3024 -2.7016 -0.03 0.00 -0.17
H 4.2124 2.0038 -1.3080 0.18 0.08 -0.02
H -0.6482 4.0988 -5.6823 0.08 -0.30 0.04
N -0.5371 2.3835 -3.0943 1.20 -0.35 1.52
H 1.4451 -3.8412 -3.1344 0.04 -0.17 -0.06
H 2.4578 -4.2872 -0.2610 0.04 0.17 0.11
N 1.5843 0.5275 -0.0149 -1.25 0.43 -0.31
C -1.2216 4.0907 -4.7315 0.12 0.55 0.01
H -4.3019 -0.6188 0.2245 -0.06 0.01 -0.10
C -3.6028 -2.4754 2.0172 0.42 -0.54 -0.02
H 4.3050 0.8575 1.6610 -0.04 0.07 0.04
N -1.0773 0.1955 -0.3755 1.88 0.00 0.75
H -2.2060 4.4263 -5.0921 0.07 -0.02 0.22
H 3.1852 -0.5436 1.6596 0.49 0.32 -0.20
C 2.9124 0.7992 0.0220 0.71 0.18 -0.22
C -0.4306 -0.6981 4.8804 0.46 0.14 -0.08
H -1.1369 -0.0797 5.4321 -0.08 0.14 0.02
C 1.0529 -2.9323 -1.1486 0.25 0.03 0.00
H -0.9749 -1.4492 4.2996 0.09 0.17 -0.01
N -1.4021 -1.5179 1.4925 3.68 1.79 -0.54
B -0.2010 0.4195 -1.6727 0.81 0.08 0.99
H 2.6271 0.4722 5.0706 -0.10 -0.14 -0.03
C -2.4172 0.1604 -0.4380 -0.67 -0.63 0.21
H -0.8794 2.2711 3.6108 -0.05 0.03 0.02
H -4.0263 -3.1897 1.3031 0.01 -0.08 0.05
O 1.1480 -0.5634 2.6400 -0.26 -0.46 -1.05
H 0.4260 -1.5156 -4.0304 -0.05 0.19 -0.17
C 1.9463 1.1894 4.6061 -0.23 -0.34 -0.22
H -2.9152 0.7695 -1.1929 0.22 0.01 0.00
H 1.5854 -3.2180 0.9026 0.05 -0.50 -0.45
H -3.0950 -3.0136 2.8140 -0.05 -0.09 -0.05
W 0.2127 -0.7042 0.9590 -2.37 -2.20 -2.09
H 0.7887 -4.6341 0.1165 -0.01 0.10 0.06
C 1.4975 -3.8164 -0.0433 -0.05 -0.08 0.31
C -2.6720 -1.5748 1.2814 -2.48 0.58 -0.46